No. 1
104
Properties=species:S:1:pos:R:3:mulliken_charge:R:1 method="wB97M-V/def2-TZVPD" gap_ev=8.1167 smiles="CP(C)C1=C(CB(O)O)C(=O)OC1=O.ClCCCl.ClCCCl.ClCCCl.ClCCCl.ClCCCl.ClCCCl.ClCCCl.ClCCCl.ClCCCl.ClCCCl" lumo_ev=-0.16
H 9.63 4.74 -3.13 0.3248
H 5.38 -1.06 2.62 0.2555
H -10.64 0.77 1.62 0.3350
H -5.57 -9.51 -3.84 0.2769
C -0.94 -1.22 0.83 0.0908
H 2.86 -0.13 0.91 0.1447
H -13.32 2.78 -4.18 0.3331
C -6.48 -8.92 -3.97 -0.4819
C 10.05 -3.39 5.41 -0.4557
Cl 10.81 -2.21 4.31 -0.1544
O 5.61 4.63 2.52 -0.5536
H 11.92 3.81 -1.33 0.3468
H -6.64 -9.53 -6.01 0.3523
Cl -6.75 -2.81 -3.25 -0.1668
Cl -3.26 -6.39 -1.53 -0.1144
H -9.08 1.59 1.65 0.3164
C -0.63 0.02 0.04 -0.5385
H 4.89 2.09 0.29 0.2693
B 4.55 0.37 1.65 0.9071
C -4.43 -4.05 -4.01 -0.2509
C 10.64 4.83 -2.72 -0.4721
C 7.35 1.82 2.02 0.3826
H 4.10 2.48 1.76 0.4380
Cl -9.52 0.55 -0.42 -0.1257
H -5.80 -4.83 -2.55 0.0858
H -1.93 -4.95 1.62 0.2815
H 8.91 -4.32 3.84 0.3061
H 9.88 -1.01 1.40 0.5050
C -2.70 -5.15 0.87 -0.4764
H 2.99 6.33 4.71 0.2556
C -10.69 2.72 0.75 -0.2897
H -1.49 -6.65 -0.05 0.3448
C -6.80 0.35 -1.65 -0.5056
H 8.40 -4.73 5.48 0.3316
Cl -3.46 -3.58 0.51 -0.1613
C 8.23 2.74 2.81 0.3010
H -7.31 -9.49 -3.58 0.3408
Cl -5.16 -0.36 -1.69 -0.1265
C -6.92 1.54 -2.55 0.0626
O 3.78 -0.42 0.84 -0.7488
H 9.06 1.17 -0.67 -0.0905
Cl 0.41 -2.39 0.78 -0.2101
H 10.25 3.97 -0.80 0.1959
H -0.32 -0.22 -0.98 0.3208
H 5.33 6.86 4.38 0.0409
H -12.51 4.97 -2.20 0.3190
C -13.25 4.36 -2.72 -0.4850
C 4.73 7.53 5.00 -0.1691
Cl 10.54 2.14 -2.25 -0.1926
H 10.21 0.68 1.77 0.3949
C 4.91 1.89 1.35 -0.9434
O 9.40 2.80 2.87 -0.4758
H -7.95 1.87 -2.60 -0.0507
C 10.89 3.79 -1.66 -0.3093
H 8.05 -0.19 -1.14 0.4854
H -1.81 -1.75 0.44 -0.2096
C -5.83 -4.31 -3.51 -0.3018
Cl -5.96 2.92 -1.95 -0.2075
C -9.98 1.42 1.06 -0.5611
Cl -11.29 2.49 -3.02 -0.0835
H -3.44 -5.81 1.32 0.3854
C 6.28 3.67 2.68 0.0150
H 7.34 1.38 -0.82 0.3568
C 3.27 7.37 4.64 -0.4061
H 10.76 -4.20 5.56 0.3129
Cl 11.80 4.73 -4.06 -0.1849
Cl 5.32 9.18 4.70 -0.1967
O 5.07 -0.17 2.79 -0.4684
H -7.49 -0.43 -1.97 0.2338
C -6.66 -8.61 -5.43 -0.5122
Cl -6.29 -7.45 -2.99 -0.1103
H -1.14 -0.98 1.87 0.3552
C 8.77 -3.93 4.84 -0.4839
H -5.88 -7.95 -5.80 0.3194
H 4.91 7.29 6.04 0.3418
Cl -14.17 3.45 -1.50 -0.1913
Cl 0.67 0.99 0.79 -0.1860
C -2.07 -5.78 -0.34 -0.5134
Cl -8.23 -7.82 -5.75 -0.1775
C 9.53 -0.14 1.92 -1.1448
H -3.91 -3.35 -3.36 0.2777
Cl -4.42 -3.40 -5.67 -0.2106
P 7.86 0.25 1.27 0.3121
H 9.42 -0.35 2.96 0.2170
H -11.52 2.57 0.07 0.1489
H -6.39 -4.93 -4.21 0.3445
O 7.36 3.58 3.51 -0.2842
H -1.50 0.66 -0.01 0.3678
C 6.15 2.36 1.96 0.5929
Cl 7.49 -2.69 4.77 -0.1510
H -3.87 -4.98 -4.03 0.1922
H 10.74 5.82 -2.28 0.3133
H -6.58 1.31 -3.56 0.3461
Cl -9.59 3.91 0.01 -0.1611
H -13.95 5.03 -3.22 0.3439
H 9.89 -2.90 6.37 0.3189
H 3.08 7.71 3.63 0.3335
C -12.60 3.46 -3.74 -0.5253
H -7.03 0.60 -0.63 0.2436
H -11.07 3.16 1.67 0.3537
C 8.10 0.68 -0.51 -0.9233
Cl 2.20 8.28 5.74 -0.1978
H -12.16 4.06 -4.53 0.2910
H -1.41 -5.08 -0.84 0.2788

No. 2
81
Properties=species:S:1:pos:R:3:mulliken_charge:R:1 method="wB97M-V/def2-TZVPD" gap_ev="5.0052 / 5.0057" lumo_ev="-4.51 / -4.51" charge=+1
H 3.76 -2.03 0.46 0.7706
C -1.50 2.17 2.66 0.6478
H -4.89 -0.07 1.40 0.3252
H 2.65 -1.51 3.01 0.3930
C 0.95 -0.72 -0.53 0.6451
H 3.60 0.40 -0.26 0.1230
C 0.33 1.68 -3.25 -1.5075
C 4.53 -1.62 -1.50 -1.1754
H -3.65 -3.33 2.69 0.4177
C 1.00 2.23 3.29 -1.7473
C 1.10 3.66 0.41 -1.5859
H -0.85 -1.69 -3.28 0.1648
H 0.80 1.40 3.97 0.4181
H -1.22 1.48 4.66 0.4592
C -1.85 3.77 -0.72 -1.6427
C 2.70 -0.51 -2.96 -0.0810
H -4.15 3.14 0.63 0.3863
C -3.78 2.72 1.57 -1.6279
C 3.44 -2.08 -0.59 -0.7133
C 4.08 -1.11 -2.88 -1.1690
H 1.64 -3.13 -0.21 0.9670
H 0.96 -0.69 -4.13 1.1096
H -2.41 -2.21 3.29 0.3367
H 5.12 -0.86 -0.96 0.3727
C 2.36 -2.80 -0.96 -0.0900
C -0.14 2.43 2.35 0.5309
H 1.77 -0.60 -1.23 -1.5644
O -2.27 -0.73 1.08 -0.9527
H -4.02 -0.21 2.97 0.2903
H -1.12 3.58 -1.52 0.1905
C -2.31 2.64 1.57 1.0089
H 1.10 3.48 -0.67 0.1254
H 1.07 -2.18 2.57 0.3220
C -1.37 -0.75 -3.10 -1.0306
P -0.31 0.38 -2.17 1.4031
P 1.72 -0.37 1.11 1.2848
H 1.93 2.01 2.75 0.3402
H 3.04 1.65 0.88 0.2136
H 1.62 -4.39 -2.13 0.4484
H -2.77 2.32 4.38 0.2851
H 5.21 -2.47 -1.67 0.4705
C -2.84 -2.67 2.39 -1.6009
H -2.52 0.66 3.79 0.0861
C -3.35 -1.59 1.44 1.5848
C -3.92 -2.23 0.18 -1.5908
H 2.03 3.25 0.81 0.4972
H -1.63 -0.28 -4.06 0.4340
C 3.25 0.58 0.75 -1.0260
H 4.16 -1.93 -3.60 0.3684
C -4.43 -0.77 2.12 -1.4343
H -0.42 2.49 -3.27 0.5060
H -2.06 -3.26 1.90 0.2933
C 2.21 -3.46 -2.29 -1.5043
H -4.75 -2.91 0.43 0.4326
H 1.78 -3.06 -4.35 0.3912
C -0.09 3.06 1.06 1.0550
H -4.24 1.73 1.70 0.1151
H -2.82 3.37 -1.04 0.4074
H -4.32 -1.46 -0.50 0.3074
H -2.30 -0.96 -2.54 0.2646
C 1.58 -1.18 -3.38 -0.3924
H 1.27 2.08 -2.86 0.3031
Y -0.74 0.49 0.48 0.2264
H 0.46 1.27 -4.26 0.5539
H -1.96 4.87 -0.61 0.3580
H 2.68 0.59 -2.87 0.1865
H 1.11 4.75 0.56 0.3507
H 2.51 -2.68 1.66 0.5418
H 1.16 3.15 3.89 0.3325
C -1.43 3.15 0.57 0.1125
H 4.02 0.30 1.48 0.4458
H 4.81 -0.32 -3.17 0.3887
H -4.14 3.36 2.39 0.3205
H 0.37 -2.92 -3.33 0.1801
H -3.16 -2.79 -0.36 0.2900
C 2.03 -1.84 2.16 -1.5633
C 1.44 -2.67 -3.38 -0.7579
H 0.44 -1.69 -0.62 0.8157
H -5.23 -1.42 2.51 0.5068
C -2.03 1.63 3.93 -1.6892
H 3.20 -3.75 -2.68 0.3402

No. 3
86
Properties=species:S:1:pos:R:3:mulliken_charge:R:1 method="wB97M-V/def2-TZVPD" gap_ev="4.5319 / 2.8804" multiplicity=8 lumo_ev="-10.64 / -12.24" charge=+3
H -1.52 -3.11 -3.78 0.5023
H 4.33 -5.13 -5.16 0.4100
C 2.42 2.89 2.31 -0.2491
H -2.66 -1.56 3.53 0.5477
H 0.27 -0.11 -5.26 0.3430
H -0.43 3.58 3.91 0.6973
C -2.72 2.78 -1.07 -1.3419
H 1.79 3.12 6.70 0.4082
H -1.87 0.67 3.47 0.5318
H -2.97 0.89 -3.58 0.4329
C -0.84 -3.98 -0.12 -0.8830
H -2.53 3.09 -0.04 0.3202
C 0.66 -1.01 -3.35 0.3184
O 3.63 2.65 2.59 -0.6378
H -4.47 1.68 -2.92 0.4885
H 0.26 -3.99 -0.07 0.0784
C 2.06 3.90 0.02 0.1367
C -3.23 -2.87 -1.15 -1.0843
H -1.23 -3.74 0.88 0.1704
N 1.52 3.18 3.31 0.4402
H -0.09 -1.82 -3.47 -0.1467
C 0.19 3.78 3.03 -0.3974
P -1.41 -2.74 -1.35 1.0796
H 3.34 -6.45 -3.32 0.4279
H -1.76 1.45 1.86 -0.0875
H -0.27 3.24 2.20 -0.2571
C 1.47 1.61 0.44 -0.4144
H -3.58 -1.21 2.04 0.3016
C -3.76 0.84 -2.82 -1.3122
C 3.92 -2.62 -2.87 -0.5761
H 4.54 -2.65 -4.92 0.4036
C -2.68 -1.69 2.44 -1.5142
H -3.51 -2.66 -0.11 0.1755
H 0.34 3.75 5.90 0.3427
C 3.58 -3.40 -1.74 0.2313
C 4.20 -3.25 -4.08 -0.6846
H -0.33 -1.74 3.87 0.4390
H -4.12 0.97 1.03 0.3480
H -3.54 -3.88 -1.43 0.5278
H -4.28 -0.12 -2.92 0.3763
H 2.30 4.56 4.66 0.3251
C 3.33 -4.78 -1.92 -0.1731
C 0.70 0.04 -4.26 -0.6521
C 3.54 -5.39 -3.16 -0.6210
H -0.27 1.09 2.80 -0.0228
H 1.55 0.72 -4.37 0.3761
P -1.17 -0.90 1.72 0.7847
H -1.82 3.03 -1.66 0.4098
C -1.18 -3.70 -2.91 -1.4991
Gd -0.45 -0.01 -1.72 0.1545
H -1.74 -4.65 -2.85 0.4995
H 0.83 2.05 5.67 0.2563
H 0.92 2.34 -2.77 0.4923
H 1.42 0.71 1.05 1.0451
H 0.99 -1.06 2.87 0.3804
C 1.20 3.08 5.79 -1.1947
H -0.11 -3.90 -3.04 0.4822
H -5.27 1.36 -0.30 0.4928
C 2.09 3.47 4.63 -0.5436
H -4.72 -0.33 0.00 0.3518
C -1.28 0.73 2.54 -0.5579
H 3.05 2.95 4.70 0.5086
H -1.21 -4.96 -0.43 0.5188
H 1.46 -1.24 -2.62 0.1827
C 1.93 2.82 0.89 -0.0221
H -2.69 -2.76 2.23 0.4469
H 1.76 4.60 -2.02 0.4929
C 0.23 5.28 2.72 -1.2305
C 1.19 2.54 -1.74 -0.0640
C 1.69 3.77 -1.32 -1.3470
P -3.01 0.97 -1.15 0.9619
C -4.41 0.73 0.00 -1.2762
H 2.95 -5.36 -1.08 0.4267
H 0.32 -2.68 2.50 0.4018
H 0.86 5.80 3.45 0.2691
H -3.59 3.29 -1.49 0.4872
Se 3.52 -2.53 -0.04 0.0132
H 2.57 -3.50 0.54 0.0598
H 4.03 -1.54 -2.79 0.5936
H -3.74 -2.14 -1.80 0.2623
N 1.06 1.49 -0.88 0.0787
H -0.79 5.68 2.79 0.4320
H 0.59 5.44 1.71 0.2809
C 4.05 -4.63 -4.23 -0.4478
C 0.07 -1.67 2.85 -1.3998
H 2.51 4.82 0.40 0.6906

No. 4
86
Properties=species:S:1:pos:R:3:mulliken_charge:R:1 method="wB97M-V/def2-TZVPD" gap_ev="7.4791 / 5.5084" multiplicity=6 lumo_ev="-9.89 / -13.85" charge=+4
C -2.20 -1.08 7.25 -1.0146
H -1.36 -4.49 4.99 0.4643
H 0.44 -4.04 -8.15 0.4445
H -2.42 -0.57 5.15 0.4663
H 4.22 0.38 -1.68 0.3964
H -2.68 -0.12 7.47 0.3789
C -2.05 1.82 0.64 -1.1831
H -1.30 -1.88 -1.46 0.6551
H -1.19 -1.09 0.23 0.0704
N 0.48 0.55 2.12 0.6029
C 0.82 -3.40 -6.13 -0.6700
H 3.15 3.31 1.57 0.4351
H -1.13 -0.99 7.45 0.3963
C 0.50 1.60 2.94 -0.2150
C 0.38 -2.63 -5.05 -0.2406
C 0.72 -1.38 -0.81 -0.1219
C -0.72 -1.31 -0.73 -1.1710
C -0.03 0.27 4.86 0.0117
H -0.15 0.14 5.93 0.5147
H 2.38 -0.28 -3.51 0.2820
C -3.07 -4.20 6.25 -1.3786
H -3.23 0.32 -1.86 0.3662
C 0.15 -0.65 2.64 -0.4789
H 2.97 3.05 -2.78 0.2959
H 0.14 -1.50 1.95 0.7047
H -1.45 2.52 1.23 0.3224
H 3.20 1.14 -4.25 0.4390
H -0.30 3.95 -0.83 0.2152
C 2.24 0.61 -4.14 -1.3521
H -3.48 -1.89 5.72 0.4382
Ir 0.18 0.51 -1.77 0.6850
H 1.47 3.81 -2.17 0.1406
C 1.92 3.26 -3.01 -1.1864
O 0.24 -3.15 4.05 -0.4482
N -1.53 -2.46 5.29 0.2469
H 1.34 -1.15 0.05 0.0743
C -3.04 1.40 -1.98 -1.3606
H -1.93 0.82 1.06 0.1402
H -1.65 -2.68 -8.38 0.4326
H -3.07 -5.27 6.44 0.4013
C 0.26 1.52 4.32 -1.2911
S -1.42 -0.94 -3.88 0.1172
H -0.74 3.10 -4.35 0.3655
H -2.61 -1.85 7.92 0.3064
H 3.23 3.78 -0.15 0.4266
H -3.38 -3.70 7.17 0.3379
H 3.16 -0.55 1.53 0.3742
C 4.33 1.30 -1.09 -1.2653
H 3.29 0.94 2.49 0.4086
H 0.36 2.42 -5.57 0.4942
P -1.48 1.84 -1.11 0.7774
C -2.47 -1.45 5.80 -0.6964
C 0.09 -3.42 -7.32 -0.3740
H 1.73 -4.00 -6.03 0.4377
H 0.72 2.57 2.49 0.3923
C -1.53 -1.89 -6.40 -0.4481
C -1.67 -3.82 5.80 -0.2097
H 1.17 -2.01 -1.59 0.4285
C -1.19 3.63 -1.39 -1.2746
H 0.32 2.43 4.91 0.5202
C -0.17 -0.82 4.00 -0.4217
H 1.86 0.29 -5.12 0.4370
C -0.47 -2.23 4.45 0.1382
H 1.72 0.93 -0.42 -0.6541
H -2.98 1.64 -3.04 0.3401
C -1.08 -2.67 -7.45 -0.6267
C 2.74 3.12 0.57 -1.1829
H -1.06 3.87 -2.45 0.3488
H 0.92 -2.60 -4.11 0.3031
H 1.67 3.33 0.57 0.1197
C -0.81 -1.87 -5.16 0.8365
H -0.89 1.38 -4.84 0.1701
H 5.28 1.27 -0.54 0.5211
H 4.33 2.17 -1.76 0.4091
C -0.19 2.20 -4.65 -1.1099
H -3.88 1.95 -1.52 0.5397
P 3.02 1.40 0.14 1.4844
H -2.42 -1.28 -6.47 0.4683
H -2.05 4.20 -1.01 0.5022
C 3.59 0.45 1.56 -1.3235
H -3.10 2.12 0.70 0.6615
H 4.69 0.37 1.53 0.5463
H -0.96 -3.98 6.62 0.3328
P 1.01 1.71 -3.36 1.1852
H -3.82 -4.01 5.47 0.4172
H 1.88 3.91 -3.90 0.5303

No. 5
86
Properties=species:S:1:pos:R:3:mulliken_charge:R:1 method="wB97M-V/def2-TZVPD" gap_ev="5.2299 / 6.3415" multiplicity=6 lumo_ev="-10.53 / -9.42" charge=+3
N 0.04 0.09 5.93 0.2558
C 0.27 -1.33 6.29 -0.6674
H 2.51 -3.57 -0.98 0.3468
H -4.18 -1.92 -0.77 0.3541
C -3.66 1.85 -0.83 -1.3261
C 2.53 -1.50 1.43 -0.8929
H 3.67 -1.38 -1.52 0.2949
O 0.98 1.39 4.27 -0.6293
C -0.47 0.30 2.27 -0.7830
C 1.52 -4.00 -1.19 -1.3417
C 2.67 1.28 1.04 -0.8008
H -1.80 -2.20 0.54 0.5668
C 0.54 1.03 6.96 -0.6736
H 1.98 4.44 -0.47 0.3481
H -0.45 -2.76 7.72 0.4339
H 2.29 1.74 7.94 0.3942
H 2.01 -1.20 2.34 0.1400
H 3.86 0.39 -1.59 0.4228
H -3.36 0.81 -3.83 0.2835
O 0.27 0.42 -3.00 -0.2234
H -0.09 -1.98 5.49 0.7551
H -1.20 2.48 -3.55 0.6516
H -2.61 -2.85 2.81 0.5346
H 0.06 1.22 2.05 0.7747
H -2.06 2.94 -5.89 0.4662
H 0.25 2.04 6.62 0.4250
C -1.98 -1.97 2.70 -1.5527
H 0.82 0.16 -7.49 0.4318
C -1.55 -1.23 3.79 -0.0328
C 2.02 0.98 7.20 -1.0155
C -0.87 -4.00 -2.67 -1.2786
H -4.97 0.71 -3.05 0.4751
C -4.40 -0.86 -0.57 -1.2920
C 1.44 -2.74 -3.72 -1.4873
H 2.26 2.16 0.52 -0.1239
H -4.30 -0.68 0.51 0.3730
H 1.35 -1.51 6.39 0.3849
H 4.64 -0.54 -0.28 0.4825
C -1.25 2.23 -5.74 -0.4932
H -3.94 1.76 0.23 0.4034
H -1.47 -1.31 7.60 0.3560
C 0.15 0.97 -4.29 1.0504
C 3.75 -0.47 -0.92 -1.3305
H -5.42 -0.63 -0.89 0.4233
H -1.61 -3.46 -3.29 0.3734
C -0.43 -1.67 7.60 -1.5253
C 0.36 0.65 -6.64 -0.7453
H 2.39 -2.21 -3.56 0.3241
C -3.99 0.24 -3.14 -1.1816
H -0.02 0.78 7.87 0.4487
P 0.48 -2.86 -2.17 0.9340
P 2.25 -0.24 0.11 0.9129
N -0.89 -0.43 1.20 0.3559
C 0.19 0.50 4.61 -0.1587
H -0.45 -4.84 -3.24 0.4678
H -1.38 -4.38 -1.77 0.4331
H 2.34 0.01 7.58 0.3061
H 0.92 3.96 1.77 0.3235
H 2.15 -2.47 1.11 0.1536
Sm -0.41 -0.41 -1.15 0.5865
H 3.77 1.38 1.10 0.5116
H -0.76 4.06 0.97 0.2976
H 1.65 -4.94 -1.74 0.5073
H 3.61 -1.59 1.64 0.4591
H 0.28 4.50 -1.23 0.2694
H -4.51 2.25 -1.41 0.4474
H -1.89 -1.45 4.80 0.9197
H 1.67 -3.77 -4.04 0.5777
H 0.88 -2.25 -4.52 0.5036
C 0.89 4.35 -0.34 -0.6129
C -0.68 1.57 -6.83 -0.7094
H -2.80 2.53 -0.92 0.3189
H 2.25 1.25 2.05 0.3304
C -0.66 -0.16 3.57 -0.0077
C 0.33 4.11 0.86 -0.5616
C -0.80 1.97 -4.44 -0.7082
C 0.82 0.36 -5.35 -0.6788
C -1.56 -1.59 1.42 -0.1885
H 0.66 -0.55 -3.00 -0.0100
H -1.04 1.77 -7.83 0.4348
H 0.09 -1.24 8.46 0.3648
H 1.65 -0.32 -5.16 0.7224
H 1.02 -4.22 -0.23 0.4115
P -3.21 0.19 -1.48 0.8568
H -4.10 -0.78 -3.52 0.4065
H 2.56 1.20 6.27 0.2447

Going through the records in order, we get DFT total energy values of -299466.0271 -50469.0955 -147874.2305 -75353.0740 -81646.7197 eV.